Entry 1:
# C3H3NO2

The molecule C3H3NO2 at a distorted geometry (the ωB97M-V functional and the def2-TZVPD basis, OMol25).

Each line ends with the Mulliken charge.
Atoms and positions in Å:
O1 1.9798 -0.2072 0.1058  -0.50
C1 0.6516 -0.0418 0.0090  0.50
C2 0.0067 1.1264 -0.1712  -0.21
O2 -1.3387 0.8491 -0.1694  -0.32
C3 -1.3912 -0.5345 -0.0039  -0.01
N1 -0.2275 -1.0833 0.1011  -0.52
H1 2.1409 -1.1585 0.0834  0.36
H2 0.4567 2.0949 -0.3352  0.38
H3 -2.2782 -1.0449 0.3803  0.33

Cartesian forces (eV/Å) of the 6 atoms listed first:
0.23 -0.33 -0.08
0.11 0.26 -0.27
0.38 -0.37 -0.02
-0.21 -1.41 0.24
0.36 1.02 0.92
-0.12 0.07 0.06

Computed properties:
Total charge ... 0


Entry 2:
# C6H8IO2

The ion C6H8IO2 with charge -1 at a distorted geometry (the ωB97M-V functional and the def2-TZVPD basis, OMol25).

Each line ends with the Mulliken charge.
Atoms and positions in Å:
C1 -0.8513 0.8473 0.7786  -2.08
C2 -0.2669 -0.2901 -0.1158  1.38
C3 1.0094 -0.8807 0.4137  -1.85
C4 -0.4820 -0.0153 -1.5660  -0.54
C5 -1.2757 -1.0427 -0.8633  -0.22
I1 -1.0153 -3.2766 -1.2142  -0.08
C6 -2.7821 -0.8023 -0.5985  0.66
O1 -3.4542 -1.7934 -0.2879  -0.73
O2 -3.1240 0.3926 -0.7794  -0.74
H1 -0.2882 1.6945 0.5872  0.44
H2 -0.7864 0.7512 1.7876  0.53
H3 -1.8374 1.0414 0.6422  0.48
H4 1.2907 -1.6285 -0.2404  0.47
H5 0.8187 -1.0975 1.3795  0.46
H6 1.8371 -0.2430 0.4710  0.38
H7 0.2782 -0.3715 -2.3920  0.21
H8 -1.0411 1.0099 -1.8697  0.23

Cartesian forces (eV/Å) of the 6 atoms listed first:
2.04 -1.70 -1.67
0.13 2.19 1.30
-1.19 1.52 -2.08
0.78 1.66 -3.35
-1.25 -1.83 -0.32
0.29 1.36 -0.01

Computed properties:
Total charge ... -1


Entry 3:
# C18H22ClN5O4S

The molecule C18H22ClN5O4S (the ωB97M-V functional and the def2-TZVPD basis, OMol25).

Each line ends with the Mulliken charge.
Atoms and positions in Å:
C1 -1.6877 -0.5940 -2.9508  -1.63
C2 -1.8489 -1.4760 -1.7297  0.51
C3 -1.7954 -0.6937 -0.4130  -0.89
N1 -1.3760 -1.7117 0.5725  0.12
C4 -1.1606 -1.6157 1.9008  -0.18
O1 -0.7977 -2.5853 2.5591  -0.74
C5 -1.3400 -0.3009 2.6249  1.08
C6 -1.1105 -0.3313 4.0186  -0.89
C7 -1.2243 0.8177 4.7323  0.53
Cl1 -0.9520 0.8011 6.4353  -0.23
C8 -1.5624 2.0221 4.0720  0.66
C9 -1.7075 3.2844 4.6794  -0.74
C10 -2.0337 4.3502 3.8976  -0.43
N2 -2.2293 4.2799 2.5572  -0.63
C11 -2.0991 3.1201 1.9867  -0.29
C12 -1.7662 1.9304 2.6814  -0.08
N3 -1.6587 0.7797 1.9776  -0.07
C13 -1.0467 -2.9761 -0.0832  -1.20
C14 -0.7773 -2.5533 -1.5224  -0.46
N4 0.5590 -2.0101 -1.6175  0.04
C15 1.2764 -1.9875 -2.7562  0.21
O2 0.9240 -2.5233 -3.7928  -0.69
C16 2.6296 -1.2598 -2.7146  0.48
C17 2.6426 -0.2151 -3.8219  -1.60
N5 3.0120 -0.7428 -1.3974  -0.39
S1 2.6016 0.6875 -0.7344  1.16
C18 3.8683 1.8181 -1.2175  -1.04
O3 1.3704 1.1288 -1.3161  -0.57
O4 2.7117 0.4857 0.6777  -0.70
H1 -0.7681 -0.0088 -2.8895  0.16
H2 -1.6502 -1.1915 -3.8619  0.43
H3 -2.5221 0.1046 -3.0312  0.49
H4 -2.8099 -1.9992 -1.7947  0.43
H5 -2.7486 -0.2423 -0.1589  0.53
H6 -1.0447 0.0948 -0.4783  0.18
H7 -0.8445 -1.2607 4.4981  0.60
H8 -1.5606 3.3979 5.7437  0.41
H9 -2.1526 5.3339 4.3360  0.38
H10 -2.2526 3.0683 0.9128  0.46
H11 -1.8946 -3.6653 -0.0453  0.47
H12 -0.1915 -3.4509 0.3902  0.35
H13 -0.8876 -3.3840 -2.2152  0.57
H14 0.9071 -1.5032 -0.8209  0.24
H15 3.3688 -2.0264 -2.9529  0.42
H16 2.4531 -0.7135 -4.7689  0.45
H17 1.8715 0.5364 -3.6718  0.42
H18 3.6196 0.2659 -3.8789  0.31
H19 3.3901 -1.3880 -0.7208  0.31
H20 3.6476 2.7587 -0.7166  0.38
H21 4.8177 1.4089 -0.8845  0.34
H22 3.8302 1.9352 -2.2959  0.33

Cartesian forces (eV/Å) of the 6 atoms listed first:
0.06 0.02 -0.10
-0.15 0.03 0.03
0.21 -0.12 -0.06
0.00 0.22 0.02
0.04 -0.23 0.14
-0.03 0.02 -0.08

Computed properties:
Total charge ... 0


Q: Which E values were calculated for the entries above? A: -321.324052 -681.596534 -2132.294647, in hartree.
Q: Which ΔE to the lowest compared entry with this formula, charge and spin values were calculated for the entries above? A: 33.63 30.66 4.92, in kcal/mol.
Q: Which gap between HOMO and LUMO values were calculated for the entries above? A: 9.8 7.3 8.9, in eV.